Density functional theory data (ωB97M-V with the def2-TZVPD basis set) for a 16-piece molecular cluster, C84H192N20O16 overall.

```
312
Properties=species:S:1:pos:R:3
C -27.956 6.732 18.290
H -29.601 -0.756 15.921
C -30.070 7.789 11.685
H -26.086 -1.480 8.985
C -32.454 4.015 12.340
H -29.848 7.512 23.767
C -30.955 -2.515 10.187
C -34.687 5.167 11.690
H -34.157 10.697 18.719
H -23.166 0.501 9.694
O -22.479 8.370 11.383
H -34.283 2.958 8.118
H -26.330 8.727 12.693
H -35.633 3.856 13.808
C -31.802 3.862 11.006
H -29.619 -0.857 11.696
H -33.105 6.195 16.038
H -34.069 5.723 10.985
H -19.479 -2.353 11.972
H -34.868 5.896 12.480
H -28.554 9.148 11.756
C -33.220 7.827 13.691
H -28.198 10.463 15.706
O -30.820 8.380 10.923
H -23.777 5.787 16.322
C -30.751 5.609 7.096
H -21.689 0.743 11.951
H -32.478 0.975 20.712
H -34.253 7.872 13.347
N -30.327 6.624 12.145
N -28.681 7.516 20.526
H -22.776 8.728 8.973
H -27.345 1.577 14.256
H -34.205 2.821 14.299
H -30.246 -0.893 18.251
H -29.183 0.792 17.062
H -30.521 0.625 6.966
H -26.234 8.879 18.421
H -30.148 3.838 8.175
H -29.316 3.371 18.865
H -28.162 -4.034 9.463
H -25.301 6.924 19.668
H -35.375 10.011 14.499
H -30.692 5.031 18.512
H -25.055 6.981 22.028
H -22.353 8.378 15.031
H -30.165 2.885 14.710
H -28.353 -3.485 6.623
H -32.627 0.965 12.544
H -31.492 3.165 22.579
H -22.265 -4.655 11.533
N -22.862 -1.927 12.008
H -27.186 6.697 17.520
C -26.476 9.630 14.647
H -31.210 -3.128 9.322
H -23.614 3.740 15.043
H -29.493 -1.598 6.253
H -28.608 3.739 20.446
C -30.734 3.283 20.640
H -29.659 9.059 19.965
H -29.399 6.241 15.545
H -27.353 6.171 22.459
H -26.611 9.513 19.941
H -30.343 1.904 22.489
H -25.420 4.391 12.287
C -27.525 7.503 19.562
C -29.773 0.114 7.572
C -27.045 8.902 19.150
C -30.529 2.917 22.132
H -33.431 0.511 9.068
C -23.471 6.740 14.580
H -34.594 4.113 9.309
H -32.937 4.860 17.778
O -24.063 6.038 13.790
C -34.050 11.878 16.213
N -31.888 0.373 12.896
C -27.166 7.245 22.467
H -27.759 9.546 18.636
H -29.074 2.499 15.927
C -33.798 2.233 10.334
C -29.625 5.232 15.200
H -30.320 -3.168 10.786
H -21.708 -1.059 8.445
H -32.651 5.127 8.006
H -21.498 -4.372 12.935
N -22.757 7.831 14.284
H -28.948 2.099 19.988
C -22.745 0.582 12.164
H -27.655 12.417 11.007
H -29.033 -0.510 19.367
H -31.297 -1.213 8.164
H -30.248 4.873 16.019
N -27.165 11.648 12.627
H -32.190 6.785 7.990
H -33.656 4.675 19.295
N -33.115 -0.032 14.478
C -33.724 7.090 15.965
H -28.338 6.918 6.798
H -31.221 6.202 11.941
C -27.270 12.900 14.856
H -27.047 -3.795 7.691
H -31.076 7.418 15.673
C -20.387 -1.869 12.334
C -25.900 10.475 10.923
H -28.269 7.605 12.556
H -26.430 -0.469 7.515
H -27.011 7.546 23.503
C -23.343 -0.624 11.542
H -31.959 2.552 9.290
H -30.695 7.526 6.480
O -27.300 12.734 11.841
H -26.455 5.787 20.214
H -29.995 11.401 13.142
H -28.131 9.497 23.362
H -28.102 -0.948 10.997
C -29.379 12.017 13.797
C -27.347 4.279 15.845
C -33.939 0.769 9.997
H -27.655 7.158 10.058
H -33.408 0.164 10.732
O -24.469 4.445 17.214
H -21.851 -3.173 9.460
H -32.098 4.666 10.332
O -23.107 -2.298 13.347
H -31.751 11.027 17.503
H -29.496 13.016 13.378
H -30.946 3.387 17.462
H -33.830 0.224 13.812
C -28.507 4.278 14.815
H -33.589 12.263 15.303
H -24.981 -0.603 12.928
H -27.190 -0.162 8.970
C -33.186 8.203 15.206
H -22.795 2.291 15.750
H -22.928 0.609 13.239
C -32.182 5.884 7.377
H -30.964 0.357 12.488
H -28.993 1.004 13.915
H -22.597 8.257 13.383
H -29.757 3.536 22.590
C -31.634 8.333 15.478
O -28.661 -0.849 16.089
H -32.803 6.210 6.543
C -32.031 10.472 16.608
H -28.712 7.290 17.737
C -31.911 -0.153 14.085
H -31.957 3.211 12.882
O -30.078 6.815 6.668
H -26.576 9.688 10.589
H -30.286 5.304 9.262
H -27.059 1.389 18.081
H -35.634 4.922 11.210
C -31.693 2.594 17.497
H -31.232 1.606 17.492
C -32.513 2.869 18.770
O -28.060 -3.171 9.872
N -23.284 7.958 9.382
C -21.430 -4.055 11.895
C -29.335 3.116 19.925
H -27.978 13.256 15.605
H -24.496 6.283 10.255
H -26.590 0.589 16.523
H -21.099 -0.248 9.915
H -36.167 2.855 11.428
H -29.098 0.431 10.557
N -27.922 7.265 9.090
H -20.429 -2.447 9.679
C -21.803 -0.985 9.529
C -29.119 -0.641 10.752
N -23.321 6.560 15.857
H -30.310 9.149 16.799
C -27.617 4.342 10.969
H -28.706 -1.915 18.244
H -33.546 9.177 18.454
H -29.199 2.478 12.032
H -28.304 5.704 18.389
H -32.273 2.627 16.574
C -27.113 0.486 17.473
H -22.866 7.341 16.307
O -29.854 8.119 19.972
C -27.467 -3.018 7.053
H -24.891 10.138 10.688
H -27.781 9.802 21.780
C -31.139 4.743 20.628
H -31.077 8.871 14.710
C -28.899 -0.952 6.899
C -23.167 -0.529 10.051
C -34.048 3.891 12.290
C -25.922 7.442 21.556
H -25.389 -1.462 11.451
N -28.006 4.749 13.451
H -23.985 7.440 8.871
C -31.529 5.220 19.185
O -27.350 5.974 13.541
H -26.575 8.575 14.904
C -30.571 -0.585 8.680
H -28.520 9.687 14.285
H -26.712 6.666 6.286
C -29.091 2.844 14.893
H -33.419 -0.451 15.345
H -26.722 -0.381 18.007
H -30.603 7.193 22.291
H -26.823 -2.919 6.179
H -34.077 7.353 16.963
H -28.204 -0.405 6.261
H -29.715 6.212 12.835
H -30.317 5.286 14.360
C -31.398 9.097 16.750
H -30.621 5.022 6.187
O -25.766 6.836 8.646
H -26.361 12.508 15.311
H -31.770 8.527 17.601
C -32.227 2.551 10.346
C -27.794 10.388 14.697
N -27.367 6.787 7.044
H -33.951 1.119 18.464
H -32.837 6.826 13.487
C -28.548 9.305 22.373
H -35.185 9.474 17.889
C -29.891 -1.479 9.691
O -31.672 1.122 20.212
C -34.591 3.033 9.161
C -21.568 -2.540 11.606
H -31.185 0.136 9.221
O -30.984 -0.657 14.664
C -34.550 3.732 13.808
C -29.163 -0.934 18.372
C -25.919 10.883 12.436
C -28.342 1.877 13.935
H -29.877 12.107 14.762
H -23.628 2.453 18.775
C -26.275 6.860 20.152
H -24.063 6.501 11.957
H -25.546 2.810 11.942
H -20.453 -1.842 13.421
H -31.589 11.008 15.768
C -26.947 7.028 8.264
H -26.030 11.313 10.238
H -34.503 2.663 17.933
O -35.280 9.481 15.294
H -31.614 1.785 10.821
N -23.378 3.115 15.800
N -34.332 2.485 11.691
H -35.119 11.996 16.034
H -25.672 3.353 13.720
C -32.748 4.410 18.753
H -28.841 7.176 8.680
H -30.723 3.949 11.133
H -35.680 3.021 9.106
H -29.487 6.044 22.766
H -31.614 6.288 19.384
H -31.987 4.912 21.290
N -28.818 -2.325 9.010
C -26.848 -1.004 8.368
N -23.340 2.560 17.813
H -23.763 11.296 12.238
H -34.424 2.283 19.640
C -33.890 2.182 18.695
H -34.179 4.457 14.533
H -27.214 3.622 10.257
C -33.599 10.451 16.577
C -27.489 3.826 12.433
C -27.999 -1.854 7.875
H -20.632 -4.598 11.388
H -33.647 12.539 16.980
N -28.855 8.217 12.007
H -24.824 9.263 13.416
C -28.493 -0.034 17.237
H -32.206 5.013 12.702
H -29.188 0.950 7.956
H -24.445 11.914 13.767
H -27.033 5.254 10.843
H -23.781 -2.976 13.264
C -21.442 -2.368 10.072
H -32.580 8.516 13.140
C -24.638 11.746 12.707
H -34.961 0.392 9.954
H -25.300 0.308 11.516
N -23.911 6.682 10.975
C -23.166 7.715 10.647
H -28.620 4.533 10.588
N -31.798 2.484 20.078
H -27.710 1.713 11.889
H -34.656 6.733 15.525
C -28.226 2.434 12.522
H -20.294 -0.824 12.037
H -26.584 5.718 14.060
C -27.861 11.754 13.984
H -26.953 13.842 14.410
H -23.943 -1.110 9.553
H -29.416 9.934 22.177
N -33.898 9.520 15.460
H -25.683 8.505 21.533
C -34.189 9.909 17.966
H -31.762 -2.042 10.747
H -30.356 5.460 20.875
C -30.012 4.914 8.282
H -22.691 1.842 17.522
C -29.628 7.125 22.773
C -23.777 3.433 16.970
H -26.639 3.468 15.676
H -23.211 1.497 11.796
H -27.657 4.132 16.879
H -25.871 9.971 15.486
H -24.761 12.770 12.353
H -28.936 5.081 8.229
O -35.690 2.129 11.836
C -24.828 -0.616 11.849
C -25.939 3.515 12.676
C -25.857 9.553 13.225
C -28.490 7.785 21.963
H -26.735 5.181 15.849
```

The value obtained for the energy above the lowest of the compared OMol25 structures with the same formula, charge and spin is 6.333 eV. The highest occupied orbital energy is -7.56 eV. The calculation puts the molar mass at 1738.58 Da.